(1)
The following is a quantum chemistry calculation of the ion C3H7N2S with charge +1 at a distorted geometry, from OMol25.

Results
ΔE to the lowest compared entry with this formula, charge and spin, kJ/mol: 173.4
HOMO, eV: -14.31
Gap between HOMO and LUMO, eV: 10.6

```
! wB97M-V def2-TZVPD RIJCOSX def2/J DEFGRID3
* xyz 1 1
S -2.55506 -0.47664 -0.10721
C -0.89916 -0.04134 0.64772
N -0.44015 1.30874 0.32662
C 0.73399 1.22633 -0.10464
C 1.36135 -0.13119 -0.38440
N 0.17813 -0.96003 -0.03714
H -2.95652 0.77571 -0.40588
H -0.79510 -0.14205 1.78037
H 1.18244 2.10270 -0.52937
H 1.95131 -0.31861 -1.30135
H 2.10150 -0.29353 0.44943
H -0.36136 -1.34063 -0.89357
H 0.49863 -1.70946 0.55943
*
```

(2)
The following is a quantum chemistry calculation of a cluster of 6 separate species, C2H16NO5 in total at a distorted geometry, from OMol25.

Results
ΔE to the lowest compared entry with this formula, charge and spin, kJ/mol: 80.0
HOMO, eV: -14.36
Gap between HOMO and LUMO, eV: 11.5

```
! wB97M-V def2-TZVPD RIJCOSX def2/J DEFGRID3
* xyz 1 1
C 0.18692 -0.29679 3.21768
C 0.09864 -1.51117 2.65816
N -0.40620 0.82736 2.43427
H 0.85317 0.02066 3.99228
H 0.52330 -2.34934 3.22857
H -0.49398 -1.44211 1.74918
H -1.40041 0.86014 2.20181
H 0.06530 0.89110 1.48654
H -0.14491 1.71820 2.86857
H 3.38103 -0.38543 -1.42470
H 2.05268 -0.36325 -2.23493
O 2.43023 -0.28284 -1.35180
H -2.67333 -0.85635 -0.14207
H -1.85984 0.28945 -0.45567
O -2.41772 -0.03013 0.29517
H -0.43701 0.20274 -2.32973
H -1.98517 0.22747 -2.30996
O -1.20773 0.73376 -2.05237
H 1.53600 0.88244 -0.43316
H 0.30749 1.72904 -0.71549
O 0.82326 1.39563 0.02462
H 0.58379 -1.95598 -3.05826
H 0.02538 -1.06978 -4.02966
O 0.48336 -0.99245 -3.18293
*
```

(3)
The following is a quantum chemistry calculation of a structure of composition C2H4N2O2 at a distorted geometry, from OMol25.

Results
ΔE to the lowest compared entry with this formula, charge and spin, kJ/mol: 736.3
HOMO (spin up / spin down), eV: -8.59 / -8.59
Gap between HOMO and LUMO (spin up / spin down), eV: 7.9 / 7.9

```
! wB97M-V def2-TZVPD RIJCOSX def2/J DEFGRID3
* xyz 0 1
C -0.04114 0.75685 -0.01322
C -0.53411 1.97157 -0.10342
O 1.58618 -2.01535 -0.08378
O -0.98236 -0.64640 -0.60430
N 0.64563 -1.19963 0.45457
N 1.02261 0.05318 0.24146
H 1.34729 -2.89060 0.26148
H -1.57121 -0.99200 0.08773
H -1.38838 2.19875 -0.72383
H -0.08453 2.76363 0.48329
*
```

(4)
The following is a quantum chemistry calculation of a cluster of 13 separate species, C18H51N18O24 in total at a distorted geometry, from OMol25.

Results
HOMO, eV: -12.41
Gap between HOMO and LUMO, eV: 8.2

```
! wB97M-V def2-TZVPD RIJCOSX def2/J DEFGRID3
* xyz 1 1
C 3.69674 0.38960 -2.02386
N 3.62938 1.85638 -1.57640
C 2.62249 2.05447 -0.46236
N 1.23138 2.45364 -0.93518
C 0.17451 1.58316 -0.73896
N 0.13502 0.20302 -0.12048
C -1.32530 -0.18442 -0.19627
N -2.14358 0.93621 -0.81911
C -3.64769 1.00206 -1.11223
N -4.50583 0.32442 -0.06626
C -5.51585 1.26274 0.56318
N -1.24341 1.96999 -1.16371
H 3.15492 0.19266 -3.04993
H 3.38421 -0.34475 -1.16678
H 4.85463 0.18868 -2.23297
H 4.57261 2.00321 -1.10576
H 3.02160 2.97574 0.18247
H 2.57438 1.13746 0.29649
H 0.99228 3.38619 -1.36981
H -1.79370 -1.20460 0.17295
H -4.01587 2.09264 -1.33067
H -3.78450 0.40140 -2.13460
H -3.95326 -0.05727 0.73271
H -5.18795 2.38755 0.60071
H -5.68322 0.93480 1.69687
H -6.55008 1.11142 0.02860
H -1.48723 2.87736 -1.62350
C 0.75803 -2.22148 1.97533
N 0.74284 -3.64127 2.41998
O 1.68078 -4.02209 3.12995
O -0.21033 -4.33331 2.04371
H 1.64865 -1.73464 2.37814
H 0.77711 -2.21827 0.88364
H -0.14763 -1.74655 2.35829
C 3.07987 -3.61010 6.03740
N 3.24003 -2.35327 6.81745
O 3.52176 -2.46323 8.01635
O 3.07842 -1.29182 6.20408
H 3.24944 -4.46127 6.70015
H 2.06199 -3.62545 5.64261
H 3.81794 -3.59483 5.23275
C -5.62611 -3.03247 2.13667
N -5.44944 -1.67270 2.71423
O -4.34292 -1.13850 2.57613
O -6.42666 -1.18004 3.28986
H -4.69118 -3.33939 1.66319
H -5.88349 -3.70737 2.95548
H -6.43074 -2.97584 1.40060
C 0.60783 3.16134 2.65038
N 0.93362 4.59105 2.39831
O 1.71790 4.83857 1.47502
O 0.39274 5.42445 3.13448
H 1.15111 2.54333 1.93249
H 0.91646 2.92812 3.67143
H -0.47022 3.04182 2.52406
C 0.98271 1.15529 8.16327
N 0.44933 1.87548 6.97559
O -0.74993 2.17625 6.98750
O 1.24973 2.11856 6.06492
H 0.17284 1.00951 8.88115
H 1.37071 0.19444 7.81916
H 1.77405 1.77189 8.59458
C 0.42125 0.56955 -4.78391
N 1.17272 -0.03044 -5.91928
O 2.40596 0.05333 -5.88902
O 0.50325 -0.56860 -6.80878
H 1.13331 1.00524 -4.07990
H -0.23593 1.33916 -5.19377
H -0.15111 -0.22974 -4.30854
C -4.16049 -2.97203 -1.82920
N -3.91250 -3.91559 -0.70584
O -4.79017 -4.75272 -0.46558
O -2.84367 -3.78919 -0.09701
H -5.13299 -3.19750 -2.27180
H -4.14885 -1.96041 -1.41850
H -3.36190 -3.11318 -2.56048
C 5.25617 0.43372 -8.01936
N 6.60772 -0.00600 -7.57923
O 7.08837 -1.00031 -8.13524
O 7.14793 0.65953 -6.68801
H 4.90380 -0.23921 -8.80388
H 4.59669 0.39162 -7.15017
H 5.34877 1.45345 -8.39883
C -0.20659 5.81085 7.63790
N -0.07510 5.63761 9.10978
O 0.81970 4.88583 9.51351
O -0.87392 6.26129 9.81826
H 0.55627 5.20734 7.14161
H -1.20691 5.47703 7.35488
H -0.06402 6.87068 7.41682
C 0.28799 -0.39133 -10.36548
N 0.65731 0.96159 -10.86243
O 1.01812 1.79409 -10.02244
O 0.57460 1.14956 -12.08180
H 0.40743 -0.41383 -9.28026
H -0.75259 -0.57151 -10.64280
H 0.95657 -1.11127 -10.84205
C 7.92761 2.15259 -2.71043
N 7.29515 1.70877 -1.43891
O 6.98866 0.51452 -1.34592
O 7.12430 2.57188 -0.57008
H 8.01588 1.29413 -3.37956
H 7.28453 2.91856 -3.14852
H 8.91331 2.55375 -2.46569
C -8.02013 -7.09764 0.14107
N -7.85997 -5.84081 0.92112
O -7.57824 -5.95077 2.12002
O -8.02158 -4.77935 0.30775
H -7.85056 -7.94880 0.80382
H -9.03801 -7.11299 -0.25372
H -7.28206 -7.08236 -0.66358
*
```